Record 1
Density functional theory data (ωB97M-V/def2-TZVPD) for C14H12F3N5RhS2 as an isolated structure.

```
37
Properties=species:S:1:pos:R:3
Rh -0.900 -0.509 -0.432
C -2.536 3.376 -0.787
C -1.657 2.183 -0.715
N -2.132 1.005 -0.391
N -3.419 0.874 -0.088
C -3.822 -0.360 0.086
N -5.054 -0.589 0.524
S -2.816 -1.747 -0.347
C -0.239 2.202 -0.966
C 0.509 3.373 -1.099
C 1.879 3.299 -1.238
C 2.493 2.054 -1.271
C 1.699 0.929 -1.161
N 0.379 0.994 -1.017
H -3.577 3.071 -0.765
H -2.335 3.940 -1.698
H -2.352 4.038 0.063
H -5.632 0.181 0.818
H -5.365 -1.529 0.688
H -0.005 4.324 -1.062
H 2.474 4.199 -1.310
H 3.564 1.957 -1.375
H 2.137 -0.061 -1.196
F 1.622 -2.276 3.879
C 2.563 -2.175 2.928
F 3.018 -0.907 2.941
F 3.581 -2.974 3.268
C 2.018 -2.523 1.568
C 2.612 -3.499 0.785
C 2.123 -3.741 -0.492
C 1.073 -2.975 -0.958
N 0.498 -2.040 -0.201
C 0.927 -1.819 1.053
S -0.012 -0.609 1.872
H 3.452 -4.055 1.177
H 2.556 -4.502 -1.124
H 0.673 -3.110 -1.954
```

## Properties
- Total charge: +1
- E: -54990.292 eV
- Orbital gap: 0.23679 Ha
- LUMO: -5.10 eV
- ΔE to the lowest compared entry with this formula, charge and spin: 11.6 kcal/mol

***

Record 2
Density functional theory data (ωB97M-V/def2-TZVPD) for a 8-piece molecular cluster, C4H23NO7 overall.

```
35
Properties=species:S:1:pos:R:3
C -0.173 3.573 1.662
C -0.160 2.228 1.051
C -0.532 2.103 -0.252
N -0.927 0.853 -0.821
C -0.868 1.017 -2.350
H -0.897 4.248 1.224
H -0.277 3.575 2.784
H 0.729 4.111 1.403
H -0.003 1.392 1.793
H -0.807 2.992 -0.864
H -0.469 -0.035 -0.529
H -1.772 1.600 -2.560
H 0.035 1.571 -2.802
H -1.033 -0.035 -2.783
O -3.036 1.064 0.767
H -3.158 0.811 -0.098
H -2.232 1.523 0.818
O 1.689 -3.071 0.837
H 1.883 -2.373 1.537
H 0.738 -3.454 0.959
O 2.615 0.042 -1.774
H 2.424 0.976 -1.625
H 3.606 0.139 -1.956
O 0.334 0.039 3.770
H 0.576 -0.069 2.803
H -0.600 -0.203 3.828
O 1.617 -1.832 -1.424
H 2.057 -2.429 -0.809
H 0.635 -1.833 -1.297
O 0.513 -2.580 -3.483
H 1.397 -2.765 -3.011
H -0.061 -3.266 -3.245
O -1.505 -1.515 2.091
H -2.310 -1.011 1.890
H -1.396 -2.139 1.353
```

## Properties
- E: -20340.334 eV
- Orbital gap: 0.30060 Ha
- LUMO: -0.17 eV
- SMILES: C/C=C/NC.O.O.O.O.O.O.O
- ΔE to the lowest compared entry with this formula, charge and spin: 101.6 kcal/mol

***

Record 3
Density functional theory data (ωB97M-V/def2-TZVPD) for a 12-piece molecular cluster, C58H131N5O14S7 overall.

```
215
Properties=species:S:1:pos:R:3
O 1.176 -2.093 -1.353
S 1.415 -3.322 -2.105
O 0.222 -4.149 -2.368
C 2.253 -3.063 -3.608
C 3.642 -3.616 -3.370
C 3.535 -4.913 -2.482
C 2.654 -4.344 -1.327
H 2.164 -1.998 -3.830
H 1.636 -3.595 -4.339
H 4.122 -3.832 -4.355
H 4.336 -2.927 -2.954
H 4.468 -5.373 -2.123
H 2.891 -5.643 -2.933
H 3.200 -3.786 -0.615
H 1.972 -5.107 -0.803
O 0.426 1.912 -4.418
S 1.288 0.860 -4.923
O 2.032 0.029 -4.005
C 0.597 -0.303 -6.080
C 1.584 -0.413 -7.177
C 2.933 0.337 -6.805
C 2.561 1.545 -5.974
H -0.288 0.097 -6.461
H 0.320 -1.171 -5.434
H 1.836 -1.450 -7.487
H 1.128 0.029 -8.014
H 3.452 0.742 -7.721
H 3.602 -0.347 -6.316
H 2.218 2.334 -6.626
H 3.469 1.795 -5.323
O -0.897 -5.302 2.821
S -0.410 -5.392 1.456
O 0.740 -4.592 1.044
C -0.014 -7.065 0.939
C -0.495 -7.150 -0.527
C -1.886 -6.536 -0.538
C -1.819 -5.249 0.314
H -0.580 -7.737 1.569
H 1.047 -7.138 1.129
H 0.097 -6.465 -1.150
H -0.522 -8.160 -0.919
H -2.592 -7.180 -0.214
H -2.192 -6.226 -1.540
H -2.624 -5.042 1.032
H -1.581 -4.360 -0.254
O -2.962 -0.688 -6.788
S -2.833 0.743 -6.875
O -1.873 1.203 -7.828
C -4.438 1.464 -7.162
C -5.248 1.253 -5.847
C -4.233 1.267 -4.710
C -2.821 1.509 -5.312
H -4.948 1.143 -8.055
H -4.377 2.567 -7.320
H -6.006 2.023 -5.754
H -5.696 0.280 -5.826
H -4.280 0.408 -4.043
H -4.421 2.109 -3.999
H -2.033 1.073 -4.737
H -2.569 2.570 -5.522
O 5.111 2.677 -4.321
S 5.653 2.152 -3.105
O 7.041 2.377 -2.851
C 4.598 2.695 -1.743
C 3.660 1.565 -1.417
C 4.440 0.251 -1.653
C 5.204 0.405 -2.976
H 4.070 3.532 -2.165
H 5.280 2.989 -1.011
H 3.298 1.575 -0.438
H 2.921 1.617 -2.200
H 3.687 -0.482 -1.822
H 5.197 -0.153 -0.947
H 4.600 0.343 -3.893
H 6.138 -0.274 -3.151
O -1.053 -0.584 -3.291
S -1.403 0.207 -2.108
O -2.202 1.372 -2.314
C -2.101 -0.766 -0.727
C -1.180 -0.485 0.492
C -0.387 0.778 0.218
C 0.080 0.631 -1.202
H -2.004 -1.766 -1.084
H -3.140 -0.470 -0.759
H -1.763 -0.483 1.405
H -0.493 -1.338 0.599
H 0.386 0.926 0.940
H -0.964 1.696 0.223
H 0.819 -0.048 -1.548
H 0.424 1.591 -1.629
O -4.948 -2.627 -2.341
S -4.497 -3.984 -2.612
O -4.321 -5.022 -1.580
C -5.325 -4.527 -4.026
C -4.482 -4.137 -5.268
C -3.300 -3.309 -4.828
C -2.887 -3.804 -3.411
H -6.280 -3.976 -3.975
H -5.496 -5.554 -3.822
H -4.109 -5.154 -5.705
H -5.020 -3.587 -6.040
H -3.541 -2.222 -4.722
H -2.403 -3.397 -5.453
H -2.317 -3.032 -2.942
H -2.340 -4.744 -3.458
C -0.291 -1.672 5.595
C -1.601 -0.844 5.501
N -1.359 0.608 5.413
C -2.467 1.239 6.115
C -2.150 1.404 7.605
C -1.114 1.037 4.021
C -0.714 2.505 3.889
H 0.248 -1.552 4.630
H -0.433 -2.743 5.632
H 0.406 -1.522 6.427
H -2.135 -1.274 4.614
H -2.143 -1.128 6.459
H -2.715 2.194 5.657
H -3.329 0.582 6.093
H -1.564 0.456 7.906
H -1.557 2.311 7.745
H -3.017 1.484 8.299
H -2.020 0.809 3.491
H -0.381 0.358 3.580
H 0.171 2.730 4.442
H -1.510 3.150 4.180
H -0.543 2.686 2.817
C -4.833 1.704 0.424
C -5.144 0.232 0.895
N -5.134 0.044 2.397
C -5.544 -1.336 2.737
C -7.059 -1.836 2.669
C -6.006 1.046 2.987
C -5.764 1.155 4.562
H -4.418 1.671 -0.559
H -4.067 2.208 0.975
H -5.698 2.337 0.514
H -6.152 -0.012 0.555
H -4.493 -0.526 0.482
H -5.016 -1.934 2.034
H -5.102 -1.617 3.714
H -7.618 -1.174 3.325
H -7.485 -1.723 1.738
H -7.131 -2.904 3.027
H -7.104 0.925 2.776
H -5.792 2.013 2.634
H -4.879 1.808 4.711
H -5.457 0.218 5.087
H -6.562 1.701 5.032
C 4.543 4.638 8.028
C 4.225 4.897 6.563
N 3.767 3.647 5.991
C 2.466 3.183 6.415
C 2.164 1.733 6.184
C 3.887 3.654 4.513
C 5.318 3.347 4.067
H 3.623 4.756 8.641
H 5.237 5.439 8.326
H 5.040 3.649 8.148
H 3.529 5.751 6.449
H 5.119 5.190 5.913
H 2.441 3.421 7.482
H 1.729 3.792 5.899
H 2.975 1.093 6.591
H 1.236 1.473 6.684
H 2.066 1.531 5.085
H 3.588 4.606 4.060
H 3.263 2.899 4.056
H 5.966 4.176 4.261
H 5.374 3.257 3.006
H 5.565 2.438 4.455
C 2.099 -0.982 2.503
C 3.071 -1.648 1.527
N 4.442 -1.892 1.978
C 5.068 -0.700 2.488
C 6.592 -0.962 2.601
C 4.603 -3.072 2.776
C 5.394 -4.218 2.158
H 2.162 -1.447 3.542
H 1.076 -1.009 2.142
H 2.538 -0.046 2.718
H 2.620 -2.601 1.072
H 3.149 -1.009 0.653
H 4.665 -0.345 3.421
H 4.830 0.185 1.837
H 7.061 -1.136 1.613
H 6.668 -1.791 3.284
H 7.081 -0.115 3.081
H 5.149 -2.889 3.799
H 3.645 -3.466 3.112
H 5.039 -4.279 1.125
H 6.439 -3.950 2.128
H 5.327 -5.139 2.682
C -0.372 5.976 -3.480
C -0.541 4.625 -2.716
N -0.731 4.573 -1.184
C 0.449 5.070 -0.473
C 1.608 4.086 -0.670
C -1.902 5.354 -0.740
C -3.214 4.884 -1.368
H -1.155 6.723 -3.335
H -0.329 5.832 -4.621
H 0.529 6.518 -3.115
H -1.323 3.982 -3.131
H 0.311 3.927 -2.984
H 0.713 6.081 -0.835
H 0.160 5.176 0.576
H 2.139 4.186 -1.645
H 2.463 4.210 0.116
H 1.210 3.104 -0.615
H -1.764 6.410 -0.911
H -1.968 5.179 0.366
H -3.215 5.216 -2.374
H -4.084 5.169 -0.744
H -3.181 3.821 -1.390
```

## Properties
- E: -174225.782 eV
- Orbital gap: 0.30232 Ha
- LUMO: 0.18 eV
- SMILES: O=S1(=O)CCCC1.O=S1(=O)CCCC1.O=S1(=O)CCCC1.O=S1(=O)CCCC1.O=S1(=O)CCCC1.O=S1(=O)CCCC1.O=S1(=O)CCCC1.CCN(CC)CC.CCN(CC)CC.CCN(CC)CC.CCN(CC)CC.CCN(CC)CC
- ΔE to the lowest compared entry with this formula, charge and spin: 0.0 kcal/mol

***

Record 4
Density functional theory data (ωB97M-V/def2-TZVPD) for one molecule with the formula C7H8N2O2S.

```
20
Properties=species:S:1:pos:R:3
C -2.394 2.153 -1.330
C -2.040 0.596 0.107
C -1.098 2.282 -0.855
C 0.898 2.117 -2.575
C 0.364 1.082 0.644
C 0.574 -0.157 1.374
C 0.963 -1.105 0.207
N -2.951 1.119 -0.636
N -0.858 1.228 0.067
O 1.909 2.308 -3.166
O 2.323 -0.900 0.027
S 0.199 3.314 -1.325
H -3.011 2.836 -2.011
H -2.248 -0.187 0.783
H 0.408 1.149 -2.466
H -0.200 -0.600 2.151
H 1.495 0.010 2.018
H 0.230 -1.085 -0.585
H 0.848 -2.165 0.547
H 2.312 0.116 -0.205
```

## Properties
- E: -25294.429 eV
- Orbital gap: 0.29418 Ha
- LUMO: -1.12 eV
- ΔE to the lowest compared entry with this formula, charge and spin: 123.4 kcal/mol

***

Record 5
Density functional theory data (ωB97M-V/def2-TZVPD) for C40H41N5Pb as an isolated structure.

```
87
Properties=species:S:1:pos:R:3
Pb 0.237 0.131 0.074
C 6.012 0.699 -0.109
C 4.654 0.908 -0.778
C 4.874 1.559 -2.149
C 3.851 -0.368 -0.912
C 4.188 -1.544 -0.246
C 3.463 -2.712 -0.417
C 2.368 -2.770 -1.269
C 1.654 -4.057 -1.531
C 2.006 -1.594 -1.919
C 2.726 -0.414 -1.734
H 6.574 1.628 -0.125
H 6.588 -0.043 -0.655
H 5.924 0.396 0.932
H 4.067 1.603 -0.159
H 5.322 0.846 -2.836
H 5.555 2.400 -2.057
H 3.947 1.930 -2.579
H 5.063 -1.580 0.382
H 3.780 -3.606 0.096
H 0.982 -4.311 -0.712
H 2.372 -4.869 -1.626
H 1.066 -4.000 -2.444
H 1.216 -1.612 -2.653
H 2.446 0.449 -2.315
C 3.107 -0.391 3.993
C 2.634 -0.422 2.675
N 1.357 -0.395 2.372
C 0.446 -0.353 3.360
C 0.822 -0.249 4.725
C 2.202 -0.285 5.017
C -0.172 -0.064 5.709
C -1.500 -0.014 5.355
C -1.888 -0.232 4.034
C -0.949 -0.460 3.029
N -1.233 -0.760 1.735
C -2.210 -1.613 1.384
C -2.945 -2.416 2.273
C -3.904 -3.314 1.826
C -4.169 -3.448 0.483
C -3.394 -2.748 -0.465
C -3.567 -2.927 -1.851
C -2.720 -2.282 -2.717
C -1.695 -1.496 -2.185
N -1.562 -1.248 -0.897
C -2.391 -1.843 -0.024
H 4.166 -0.446 4.186
H 3.322 -0.472 1.842
H 2.521 -0.226 6.047
H 0.132 0.082 6.732
H -2.259 0.186 6.098
H -2.933 -0.184 3.768
H -2.738 -2.364 3.330
H -4.447 -3.907 2.547
H -4.959 -4.091 0.131
H -4.345 -3.583 -2.208
H -2.805 -2.413 -3.783
H -0.957 -1.054 -2.837
N -0.063 1.117 -2.112
C -0.291 1.715 -3.079
N -0.527 2.347 -4.165
C -0.149 3.742 -4.340
C -1.403 4.596 -4.519
C -2.241 4.062 -5.677
C -2.618 2.606 -5.412
C -1.356 1.767 -5.213
H 0.477 3.817 -5.236
H 0.434 4.065 -3.474
H -1.103 5.623 -4.715
H -2.000 4.590 -3.604
H -1.675 4.129 -6.607
H -3.143 4.661 -5.794
H -3.172 2.198 -6.256
H -3.259 2.546 -4.529
H -0.774 1.760 -6.140
H -1.601 0.738 -4.938
C -1.197 4.885 1.690
C -1.469 4.503 0.390
C -1.209 3.199 -0.030
C -0.650 2.328 0.870
C -0.404 2.669 2.172
C -0.682 3.970 2.589
H -1.398 5.897 2.011
H -1.882 5.205 -0.318
H -1.452 2.905 -1.037
H -0.014 1.960 2.885
H -0.483 4.241 3.614
```

## Properties
- Total charge: +2
- E: -54829.458 eV
- Orbital gap (alpha / beta): 0.21147 / 0.21132 Ha
- LUMO (alpha / beta): -7.41 / -7.52 eV
- ΔE to the lowest compared entry with this formula, charge and spin: 83.2 kcal/mol

***

Record 6
Density functional theory data (ωB97M-V/def2-TZVPD) for one molecule with the formula C2H3ClF2.

```
8
Properties=species:S:1:pos:R:3
F -1.225 -0.596 -1.174
C -0.693 0.173 -0.120
F -0.720 1.506 -0.550
C 0.691 -0.245 0.319
Cl 1.922 0.281 -0.815
H -1.395 0.101 0.662
H 0.882 0.035 1.380
H 0.538 -1.256 0.299
```

## Properties
- E: -20079.764 eV
- Orbital gap: 0.44572 Ha
- LUMO: 0.83 eV
- SMILES: FC(F)CCl
- ΔE to the lowest compared entry with this formula, charge and spin: 14.4 kcal/mol

***

Record 7
Density functional theory data (ωB97M-V/def2-TZVPD) for a 2-piece molecular cluster, CH3O2P overall.

```
7
Properties=species:S:1:pos:R:3
C -0.473 -0.165 -0.253
O 2.480 0.916 0.107
O -1.849 -0.387 0.096
P 2.300 -0.457 0.427
H -0.328 -0.608 -1.228
H -2.131 0.020 0.891
H 0.001 0.681 -0.040
```

## Properties
- E: -14465.705 eV
- Orbital gap (alpha / beta): 0.26554 / 0.23534 Ha
- LUMO (alpha / beta): -0.72 / -0.94 eV
- ΔE to the lowest compared entry with this formula, charge and spin: 94.5 kcal/mol